ORCA calculation (wB97M-V/def2-TZVPD) on a structure of composition C6H10NO2 in a non-equilibrium geometry.

Calculated values
Orbital gap (eV): 9.500
Energy relative to the best compared isomer or geometry (same formula, charge and spin) (eV): 4.604
E_LUMO (hartree): -0.1837
M (g/mol): 128.15

The geometry in ORCA input format:
```
! RIJCOSX wB97M-V def2-TZVPD def2/J DEFGRID3
* xyz 1 1
O 0.343 1.043 -0.205
O -1.749 1.889 0.487
N -1.377 0.978 -0.164
C -1.685 -0.097 -0.661
C 2.526 0.312 0.105
C -3.083 -0.549 -0.626
C 2.982 0.888 -1.052
C 0.636 -0.717 1.428
C 1.092 0.299 0.448
H 1.404 -1.562 1.340
H -3.032 -1.387 0.199
H 2.554 1.710 -1.573
H -0.439 -1.194 1.276
H 3.999 0.465 -1.327
H -3.363 -0.979 -1.622
H 0.828 -0.243 2.382
H -3.763 0.228 -0.329
H -0.896 -0.745 -0.967
H 3.023 -0.341 0.862
*
```

Here are the Löwdin charges for atoms 1 to 6, given in e:
1. O 0.094
2. O 0.189
3. N -0.121
4. C -0.129
5. C -0.062
6. C 0.004